(1)
ORCA calculation (ωB97M-V/def2-TZVPD) on a structure of composition C46H43FI2N5O3P2S2W at a distorted geometry.

```
105
Properties=species:S:1:pos:R:3:forces:R:3
W 1.656 0.188 0.761 1.7 -0.2 3.0
S 3.734 1.669 -0.074 -1.1 0.4 0.0
P 2.031 2.863 0.331 -0.2 1.0 0.0
C 1.351 2.091 1.789 1.6 -0.6 -0.8
P 2.608 1.793 2.966 -0.1 -0.8 0.5
S 3.468 -0.070 2.604 -0.4 0.7 0.1
C 1.772 1.565 4.565 0.1 0.2 -0.2
C 0.454 1.975 4.736 0.2 0.1 0.0
C -0.211 1.674 5.911 0.0 0.0 0.1
C 0.442 0.970 6.910 -0.1 0.0 0.0
C 1.772 0.606 6.756 0.1 -0.1 0.1
C 2.443 0.904 5.585 -0.1 0.1 -0.1
C 3.841 3.087 3.280 -0.5 -0.2 -0.2
C 3.377 4.166 4.027 0.1 -0.1 -0.1
C 4.189 5.266 4.207 0.0 0.1 0.1
C 5.453 5.294 3.639 0.0 0.0 0.0
C 5.916 4.209 2.914 0.1 -0.1 0.0
C 5.114 3.096 2.728 0.0 -0.1 0.1
C 2.720 4.529 0.499 -0.2 -0.3 0.0
C 3.907 4.899 -0.111 -0.1 -0.1 0.1
C 4.375 6.190 0.040 0.0 0.1 0.0
C 3.662 7.095 0.808 0.0 0.1 0.0
C 2.468 6.724 1.409 -0.1 0.1 0.0
C 1.988 5.441 1.246 0.1 0.1 0.0
C 0.552 3.100 -0.588 1.1 -0.6 0.1
C -0.459 1.978 -0.507 0.3 -0.2 0.1
C -1.779 2.451 -0.980 -0.1 -0.1 -0.2
C -1.819 3.508 -1.864 -0.5 -0.1 0.0
C -0.650 3.996 -2.405 0.2 -0.2 -0.4
C 0.598 3.249 -2.086 0.0 0.7 0.8
H -0.044 2.505 3.933 0.0 -0.1 -0.1
H -1.243 1.970 6.034 -0.1 0.0 0.1
H -0.090 0.700 7.808 0.0 0.0 0.1
H 2.280 0.068 7.540 0.1 -0.1 0.1
H 3.473 0.611 5.436 0.0 -0.1 0.1
H 2.384 4.133 4.457 0.0 0.1 0.0
H 3.831 6.101 4.789 0.0 0.1 0.0
H 6.078 6.165 3.767 0.1 0.1 0.0
H 6.905 4.225 2.484 0.1 0.0 0.0
H 5.463 2.248 2.155 -0.1 0.0 0.0
H 4.450 4.171 -0.697 0.1 -0.1 0.0
H 5.299 6.483 -0.437 0.1 0.1 0.0
H 4.034 8.099 0.938 0.1 0.1 0.0
H 1.912 7.431 2.008 0.0 0.1 0.0
H 1.053 5.125 1.688 -0.1 0.0 0.1
H -0.537 1.433 0.467 0.0 0.5 -0.6
H -2.667 1.993 -0.583 -0.3 0.0 0.1
H -2.768 3.959 -2.117 -0.1 0.1 0.0
H -0.616 4.866 -3.036 -0.1 0.2 -0.1
H 1.503 3.704 -2.488 -0.1 -0.1 0.0
F -2.440 -5.487 0.341 -0.1 0.2 -0.2
C -2.437 -4.467 -0.558 0.8 0.1 0.7
C -1.522 -3.457 -0.359 -0.4 0.1 -0.4
C -1.483 -2.338 -1.215 -0.7 -1.2 -0.1
C -0.568 -1.275 -1.014 2.7 1.5 2.3
O 0.297 -1.319 0.012 -3.2 -0.6 -2.8
C -0.649 -0.153 -1.892 0.7 -0.2 0.2
C -1.590 -0.117 -2.870 -0.4 -0.9 0.2
N -2.468 -1.154 -3.086 0.7 0.5 0.3
C -3.602 -0.920 -3.926 -0.6 0.0 -0.4
C -3.459 -0.141 -5.194 0.0 0.0 0.0
C -3.728 -1.611 -5.256 0.0 -0.1 0.0
C -2.423 -2.282 -2.281 0.7 0.6 0.3
C -3.282 -3.347 -2.487 -0.4 -1.1 0.6
C -3.321 -4.464 -1.624 -0.3 1.0 -1.2
N -4.253 -5.496 -1.925 0.3 0.3 0.3
C -5.646 -5.104 -2.051 -0.2 0.1 0.0
C -6.296 -6.041 -3.095 -0.4 0.6 0.0
N -5.352 -7.166 -3.308 0.1 -0.2 -0.4
C -5.005 -7.792 -2.010 0.2 -0.3 0.6
C -4.148 -6.769 -1.233 0.2 -0.2 0.2
C 0.235 1.023 -1.589 -0.9 0.5 0.4
O 0.497 1.878 -2.648 -0.1 -1.0 -0.2
O 1.408 0.571 -0.999 -0.8 0.3 -3.3
H -0.880 -3.504 0.504 0.3 0.1 0.2
H -1.690 0.748 -3.503 0.0 0.1 -0.1
H -4.517 -0.772 -3.355 0.1 0.0 -0.1
H -2.479 0.194 -5.487 0.2 0.0 0.0
H -4.250 0.545 -5.452 -0.1 0.0 0.1
H -2.916 -2.252 -5.558 0.2 0.0 0.0
H -4.705 -1.951 -5.564 -0.1 0.0 0.0
H -3.948 -3.328 -3.333 -0.1 0.0 -0.1
H -5.703 -4.069 -2.384 -0.1 -0.1 0.0
H -6.177 -5.176 -1.092 0.1 0.0 0.0
H -6.454 -5.535 -4.048 0.1 -0.1 0.0
H -7.252 -6.433 -2.745 0.1 -0.1 -0.1
H -4.474 -6.729 -3.641 -0.3 -0.2 -0.1
H -5.711 -7.842 -3.987 0.1 0.2 0.1
H -4.452 -8.715 -2.183 -0.1 0.1 -0.1
H -5.928 -8.037 -1.483 0.0 0.0 -0.2
H -3.102 -7.074 -1.229 -0.1 0.0 0.0
H -4.487 -6.721 -0.189 0.0 0.0 -0.2
I 6.266 -3.084 -2.484 -0.3 0.1 0.2
C 4.540 -2.643 -1.415 0.2 -0.3 -0.2
C 3.507 -3.502 -1.099 0.3 0.3 -0.1
N 2.613 -2.786 -0.410 -0.2 0.1 0.0
N 3.009 -1.510 -0.244 0.0 0.0 0.0
C 4.184 -1.411 -0.865 -0.2 -0.1 0.2
H 3.385 -4.546 -1.298 -0.1 -0.2 -0.1
H 1.710 -3.084 -0.049 0.3 0.3 0.1
H 4.725 -0.483 -0.910 -0.1 0.0 0.1
I 1.075 -2.393 2.614 -0.6 -1.0 1.0
C 0.251 -0.388 2.388 0.2 -0.7 0.1
H 0.223 -0.020 3.421 0.4 0.1 -0.6
H -0.800 -0.571 2.104 0.4 0.2 -0.2
```
Positions in Å, forces in eV/Å.

As for the HOMO-LUMO gap (spin up / spin down): 4.06 / 4.22 eV. The relative energy (zero: lowest compared OMol25 entry of this formula, charge and spin) is 746.10 kJ/mol. As for the spin multiplicity: 3. As for the total charge: +1. The expectation value of S² is 2.039.

(2)
ORCA calculation (ωB97M-V/def2-TZVPD) on a structure of composition C46H43N6O2P2S2Sn at a distorted geometry.

```
102
Properties=species:S:1:pos:R:3:forces:R:3
Sn 0.770 0.971 -0.156 -0.3 -0.1 0.0
C 1.917 -1.453 2.288 0.0 0.0 0.0
P 1.814 0.381 2.278 0.2 0.1 -0.1
C 3.500 0.941 2.588 0.0 0.1 0.1
C 3.746 1.981 3.486 0.0 0.0 0.0
C 5.037 2.469 3.645 0.0 0.0 0.0
C 6.077 1.936 2.896 0.0 0.0 0.0
C 5.833 0.912 1.985 0.0 0.0 0.0
C 4.549 0.418 1.827 0.0 0.0 0.0
C 0.777 0.914 3.640 0.0 0.0 0.0
C -0.303 1.760 3.391 0.0 0.0 0.0
C -1.080 2.227 4.442 0.0 0.0 0.0
C -0.782 1.841 5.741 0.0 0.0 0.0
C 0.292 0.993 5.996 0.0 0.0 0.0
C 1.076 0.535 4.951 0.0 0.0 0.0
C 1.090 -2.075 1.220 -0.2 0.2 -0.2
C 0.518 -3.396 1.258 0.0 -0.1 0.0
C -0.128 -3.558 0.081 -0.1 -0.1 0.1
C 0.070 -2.347 -0.688 -0.3 0.2 -0.4
C -0.367 -2.116 -1.947 1.5 -1.0 0.1
P -2.704 -0.961 -1.678 -1.0 0.6 -0.5
C -3.619 -2.078 -2.768 0.0 -0.2 0.2
C -4.873 -2.616 -2.455 0.0 -0.1 0.0
C -5.546 -3.388 -3.383 0.0 0.0 0.0
C -4.984 -3.623 -4.636 0.0 0.0 0.0
C -3.750 -3.081 -4.961 0.0 0.0 0.0
C -3.069 -2.309 -4.030 0.0 0.0 0.0
C -3.051 -1.423 0.035 0.0 0.1 0.1
C -3.338 -2.735 0.410 -0.1 0.0 0.0
C -3.480 -3.058 1.752 0.1 0.0 0.1
C -3.311 -2.084 2.727 0.0 -0.1 0.0
C -2.995 -0.780 2.363 0.0 0.0 0.0
C -2.868 -0.449 1.023 0.1 -0.1 0.0
N 0.824 -1.445 0.092 0.4 0.0 0.2
H 2.963 -1.724 2.130 0.0 0.0 0.0
H 1.638 -1.831 3.272 0.0 0.0 0.0
H 2.939 2.418 4.063 0.0 0.0 0.0
H 5.231 3.271 4.348 0.0 -0.1 -0.1
H 7.083 2.314 3.029 0.0 0.0 0.0
H 6.647 0.494 1.406 0.0 0.0 0.0
H 4.377 -0.374 1.103 0.0 0.0 0.0
H -0.539 2.068 2.377 0.0 0.0 0.0
H -1.907 2.900 4.251 0.0 0.0 0.0
H -1.384 2.206 6.564 0.0 0.0 0.0
H 0.522 0.699 7.013 0.0 0.0 0.0
H 1.928 -0.102 5.161 0.0 0.0 0.0
H 0.619 -4.101 2.071 0.0 0.0 -0.1
H -0.669 -4.427 -0.267 0.1 0.1 0.0
H 0.090 -1.370 -2.583 -0.4 0.4 0.2
H -0.805 -2.966 -2.461 -0.3 0.2 0.0
H -5.321 -2.429 -1.487 0.0 0.0 0.0
H -6.512 -3.811 -3.138 0.0 0.0 0.0
H -5.515 -4.229 -5.360 0.0 0.0 0.0
H -3.318 -3.256 -5.937 0.0 0.0 0.0
H -2.112 -1.877 -4.302 0.0 0.0 0.0
H -3.470 -3.501 -0.344 0.0 0.0 0.0
H -3.715 -4.077 2.037 0.0 0.0 0.0
H -3.433 -2.340 3.772 0.0 0.0 0.0
H -2.864 -0.019 3.124 0.0 0.0 0.0
H -2.646 0.575 0.739 0.0 0.0 0.0
N -0.801 5.493 -4.579 0.1 -0.1 0.4
C -0.604 5.373 -3.451 -0.1 0.1 -0.4
C -0.391 5.187 -2.044 0.0 0.0 0.0
C -0.530 6.225 -1.127 0.0 0.0 0.0
C -0.330 5.947 0.216 0.0 0.0 0.0
C -0.008 4.654 0.591 0.1 0.0 0.0
N 0.131 3.657 -0.290 0.0 0.0 0.3
C -0.053 3.923 -1.577 -0.1 0.0 0.0
H -0.785 7.220 -1.463 0.0 0.0 0.0
H -0.418 6.723 0.965 0.0 0.0 0.0
H 0.169 4.414 1.635 0.0 0.0 -0.1
H 0.063 3.101 -2.280 0.0 0.0 0.0
S -4.036 0.840 -2.024 0.5 0.1 0.3
C -5.567 0.812 -1.244 -0.3 -0.3 -0.2
N -6.502 1.620 -1.689 0.1 0.0 0.0
C -7.748 1.710 -0.920 0.0 0.0 0.0
C -7.805 0.438 -0.078 0.0 0.0 0.0
S -6.082 -0.150 0.085 0.2 0.1 0.0
H -6.327 2.220 -2.483 0.0 0.0 0.0
H -8.589 1.774 -1.606 0.0 0.0 0.0
H -7.729 2.609 -0.304 0.0 0.0 0.0
H -8.393 -0.347 -0.547 0.0 0.0 0.0
H -8.194 0.631 0.918 0.0 0.0 0.0
O 6.522 5.478 3.733 0.0 0.0 0.0
C 5.544 6.221 3.037 0.1 0.0 0.0
N 5.250 5.483 1.826 -0.2 0.0 0.0
C 4.060 4.892 1.607 -0.1 0.0 0.1
O 3.064 5.031 2.302 0.2 0.0 -0.1
C 3.978 3.966 0.418 0.1 0.0 0.0
C 4.763 3.993 -0.727 0.0 0.0 0.0
C 4.529 3.060 -1.732 0.0 0.0 0.0
C 3.526 2.128 -1.556 0.1 -0.1 0.0
N 2.770 2.100 -0.446 0.0 -0.2 -0.2
C 2.989 3.008 0.502 -0.1 0.1 0.0
H 7.100 6.077 4.217 0.0 0.0 0.0
H 5.905 7.218 2.785 0.0 0.0 0.0
H 4.617 6.296 3.597 -0.1 0.0 0.0
H 6.045 5.209 1.273 0.0 0.0 0.0
H 5.527 4.750 -0.868 0.0 -0.1 0.0
H 5.111 3.056 -2.643 0.0 0.0 0.0
H 3.316 1.381 -2.314 0.0 0.0 0.0
H 2.342 3.022 1.371 0.0 0.0 0.0
```
Positions in Å, forces in eV/Å.

As for the HOMO-LUMO gap: 7.24 eV. The relative energy (zero: lowest compared OMol25 entry of this formula, charge and spin) is 21.83 kJ/mol. As for the total charge: +3.

| no. | DFT total energy (a.u.) |
| --- | --- |
| 1 | -4519.19608 |
| 2 | -3950.29156 |